DFT (ωB97M-V/def2-TZVPD) results for a cluster of 10 separate species, C25H68F6O23PS9 in total at a distorted geometry.

```
132
Properties=species:S:1:pos:R:3
P 0.03799 0.65575 0.23218
F 1.25020 0.75256 -0.84676
F -0.46211 -0.69291 -0.45201
F 1.08438 -0.25951 1.11479
F -1.08311 0.49879 1.39734
F 0.64002 2.04758 0.78763
F -1.19581 1.35988 -0.62967
O -1.71889 -2.62122 5.71759
S -1.16032 -2.79544 4.38865
O 0.29058 -2.70527 4.28617
O -1.69752 -4.15471 3.62399
C -3.07427 -4.53277 3.74859
C -3.22168 -6.03331 3.83493
C -2.09158 -1.63785 3.35203
H -3.62549 -4.05366 2.93792
H -3.42211 -4.07452 4.67858
H -2.39587 -6.47235 4.39927
H -3.36530 -6.53126 2.87757
H -4.02212 -6.38840 4.48908
H -3.13298 -1.94234 3.42304
H -1.61913 -1.70211 2.37431
H -2.03462 -0.64307 3.78988
O -3.31048 -6.21973 -3.44028
S -2.47851 -6.75864 -2.39928
O -2.11404 -8.18270 -2.35670
O -1.08793 -5.85368 -2.32444
C -1.07701 -4.51291 -2.88238
C -1.64260 -3.55080 -1.89061
C -3.20325 -6.27599 -0.75866
H -1.53522 -4.55908 -3.87175
H -0.01601 -4.38124 -3.09448
H -2.66195 -3.71168 -1.54200
H -1.68875 -2.51871 -2.24602
H -0.96073 -3.53572 -1.03826
H -3.49740 -7.23511 -0.33608
H -3.98729 -5.52618 -0.81352
H -2.37883 -5.87029 -0.17595
O 2.68209 2.99212 4.98290
S 3.20166 1.71358 4.57064
O 4.52582 1.29348 4.92780
O 2.10272 0.56159 5.13103
C 0.70461 0.85848 5.02339
C 0.28635 1.60660 6.33154
C 2.98531 1.57085 2.76485
H -0.01753 0.04884 4.92160
H 0.52400 1.57462 4.21934
H 1.04358 2.31557 6.65775
H 0.02211 0.90322 7.12259
H -0.63121 2.19100 6.22869
H 2.08055 2.14466 2.58474
H 2.98380 0.51495 2.51966
H 3.80433 2.20677 2.42909
O 3.05687 4.89650 -0.50478
S 3.75877 4.22428 -1.57279
O 3.35995 4.11322 -2.96197
O 5.29939 4.78394 -1.60191
C 6.08358 4.54855 -2.75711
C 7.51643 4.30543 -2.35868
C 4.19935 2.55205 -0.95296
H 6.00913 5.35259 -3.49606
H 5.62099 3.72963 -3.31353
H 8.08208 4.04520 -3.25277
H 7.53914 3.40940 -1.73088
H 7.98056 5.05635 -1.72228
H 3.21318 2.15048 -0.70531
H 4.92129 2.45758 -0.14688
H 4.54919 1.89999 -1.75469
O -3.19988 5.86066 -0.15293
S -1.97569 5.77783 0.65129
O -1.44375 6.92941 1.30216
O -2.21020 4.54580 1.73337
C -1.26675 4.28451 2.74666
C -1.86016 3.11037 3.53791
C -0.69686 5.09650 -0.46119
H -1.21733 5.19699 3.34764
H -0.23190 4.02841 2.50755
H -2.92114 3.22537 3.74859
H -1.39203 2.98968 4.51771
H -1.55209 2.17943 3.05948
H -0.33558 5.83265 -1.17559
H -1.08530 4.19383 -0.92588
H 0.14839 4.86381 0.18795
O -4.15345 -1.91474 0.28384
S -5.00043 -1.11980 -0.61058
O -6.19731 -1.62034 -1.23977
O -5.40500 0.24654 0.19707
C -4.44084 0.89324 1.02105
C -4.57047 2.42097 0.73345
C -4.06870 -0.26250 -1.91612
H -3.41002 0.63274 0.76838
H -4.59114 0.55311 2.04536
H -5.65304 2.54342 0.63371
H -4.10865 2.80288 -0.17177
H -4.34880 2.97857 1.64100
H -3.19534 0.22366 -1.47570
H -4.65055 0.46311 -2.47583
H -3.60522 -1.00114 -2.57178
O -1.41461 0.82760 -4.66460
S -0.29178 1.74449 -4.78800
O 1.03857 1.16194 -4.86807
O -0.49882 2.80097 -5.96769
C 0.68109 3.47523 -6.47956
C 1.14441 2.77260 -7.75760
C -0.34859 3.00629 -3.44721
H 1.50370 3.54705 -5.76898
H 0.28123 4.47258 -6.66028
H 0.41482 2.84912 -8.56340
H 1.16576 1.70579 -7.52982
H 2.13382 3.11090 -8.05893
H 0.18214 3.93408 -3.65675
H 0.08204 2.68825 -2.49709
H -1.40510 3.20467 -3.27184
C 1.82442 -2.04986 -2.98922
S 3.47396 -2.82434 -2.65319
O 4.36638 -2.54918 -3.82729
C 4.08261 -1.72511 -1.27243
H 1.45150 -2.41190 -3.94269
H 2.07020 -0.99299 -3.10592
H 1.26443 -2.18340 -2.06485
H 5.07877 -2.02812 -0.95319
H 3.44502 -1.94898 -0.41667
H 4.08840 -0.68582 -1.59458
C 0.80578 -5.97957 1.00370
S 1.52676 -5.02049 2.38089
O 2.97250 -5.43602 2.26262
C 1.41759 -3.32297 1.57457
H 0.90677 -7.05191 1.15468
H 1.20661 -5.72736 0.02078
H -0.25385 -5.72395 0.90605
H 1.37736 -2.54283 2.32508
H 0.70334 -3.27683 0.75054
H 2.33360 -3.17780 0.99623
```

For the energy above the lowest of the compared OMol25 structures with the same formula, charge and spin, the calculation gives 360.1 kJ/mol. As for the LUMO energy: 1.7956 eV. For the HOMO energy, the calculation gives -6.9 eV. Its net charge is -1. The HOMO-LUMO gap comes out at 8.653 eV.

These are the Löwdin partial charges, in e, on atoms 1 to 6:
1 P 0.220
2 F -0.172
3 F -0.154
4 F -0.179
5 F -0.169
6 F -0.152

DFT (ωB97M-V/def2-TZVPD) results for a structure of composition C16H10BaF7N3.

```
37
Properties=species:S:1:pos:R:3
Ba 0.25657 0.08221 -1.09357
F -1.58411 4.23414 2.70960
C -1.60837 2.91031 2.44531
C -0.93818 2.41051 1.34643
C -0.95564 1.04464 1.04851
C -1.67529 0.18918 1.92094
C -2.32771 0.75131 3.01609
F -3.03597 -0.01211 3.89302
C -2.31323 2.09833 3.30569
C -1.71336 -1.27833 1.61889
C -2.40620 -2.23504 2.37242
C -2.37633 -3.56475 2.00763
C -1.66522 -3.96844 0.88874
C -1.01402 -2.98079 0.18640
N -1.02462 -1.68627 0.52457
H -0.41935 3.13368 0.71891
H -2.83515 2.48475 4.16876
H -2.96614 -1.93015 3.23762
H -2.91811 -4.28967 2.60275
H -1.62119 -4.99825 0.56528
H -0.45385 -3.24286 -0.70863
N 5.30494 0.59470 -1.33453
C 5.32991 -0.56515 -0.59399
C 4.02804 -0.88401 -0.38531
N 3.20320 0.05202 -0.98789
C 4.01337 0.92319 -1.54353
H 6.10089 1.10771 -1.67074
H 6.24833 -1.03620 -0.29267
H 3.63747 -1.72371 0.16528
H 3.72529 1.79177 -2.11474
F -1.56829 -0.17009 -4.17455
C -0.51480 0.62685 -3.69286
F 0.50582 0.47754 -4.65199
C -0.99800 2.05202 -3.87383
F 0.00495 2.89885 -3.50423
F -1.39826 2.42683 -5.09582
F -2.02740 2.27529 -3.02397
```

For the energy above the lowest of the compared OMol25 structures with the same formula, charge and spin, the calculation gives 0.2 kJ/mol. As for the LUMO energy: -0.0976 eV. For the HOMO energy, the calculation gives -7.7 eV. The HOMO-LUMO gap comes out at 7.587 eV.

These are the Löwdin partial charges, in e, on atoms 1 to 6:
1 Ba 1.806
2 F 0.055
3 C -0.288
4 C -0.112
5 C -0.298
6 C -0.177

DFT (ωB97M-V/def2-TZVPD) results for a cluster of 3 separate species, C6H16N2 in total at a distorted geometry.

```
24
Properties=species:S:1:pos:R:3
C -0.90506 -0.58320 0.70246
C 0.70815 0.80144 -0.21622
C 1.37256 -0.41416 -0.12230
C -1.67422 -1.08928 -0.49516
C -1.60043 0.52564 1.45630
C 0.23784 1.37077 -1.51827
N -0.55629 -1.63861 1.57405
N 3.15903 0.26306 -0.75178
H 0.89996 1.52335 0.57300
H -0.37137 -1.41527 2.54230
H -0.15951 -2.45805 1.13460
H 3.10056 0.66036 -1.69013
H 3.47595 1.02247 -0.14672
H 1.22354 -1.16518 -0.88811
H 1.75503 -0.73172 0.83743
H -2.61525 -1.55848 -0.17895
H -1.10639 -1.83747 -1.05232
H -1.93461 -0.27800 -1.17154
H -1.85167 1.35489 0.79752
H -0.97573 0.89981 2.27020
H -2.53233 0.16175 1.90942
H 0.91683 2.15538 -1.85706
H 0.18605 0.60805 -2.29485
H -0.75266 1.82244 -1.41388
```

For the energy above the lowest of the compared OMol25 structures with the same formula, charge and spin, the calculation gives 440.5 kJ/mol. As for the LUMO energy (alpha / beta): 0.7617 / 0.7616 eV. For the HOMO energy (alpha / beta), the calculation gives -6.4 / -6.4 eV. The HOMO-LUMO gap (alpha / beta) comes out at 7.132 / 7.136 eV.

These are the natural (NBO) partial charges, in e, on atoms 1 to 6:
1 C 0.256
2 C -0.164
3 C -0.188
4 C -0.669
5 C -0.656
6 C -0.656

DFT (ωB97M-V/def2-TZVPD) results for a structure of composition C3H6Br6N2O at a distorted geometry.

```
18
Properties=species:S:1:pos:R:3
C -3.29866 -0.29014 -0.77232
O -3.80082 0.73214 -1.20555
N -2.69423 -1.09829 -1.60671
N -3.28988 -0.50063 0.51880
H -2.45258 -0.58430 -2.45288
H -2.05815 -1.84022 -1.37588
H -3.52447 0.37989 0.98600
H -2.54183 -1.06124 0.88793
C 2.78014 -0.10537 2.56692
Br 0.95021 -0.38952 2.20665
Br 3.30433 1.60717 1.99429
Br 3.88579 -1.56176 2.07709
H 2.79361 -0.12403 3.63607
C 2.03788 0.94164 -1.40750
Br 2.13892 2.82784 -1.15653
Br 3.00641 0.35056 -2.94411
Br 0.25810 0.23370 -1.39466
H 2.50524 0.48256 -0.55761
```

As for the LUMO energy: -0.3054 eV. For the HOMO energy, the calculation gives -9.8 eV. The HOMO-LUMO gap comes out at 9.476 eV.

These are the natural (NBO) partial charges, in e, on atoms 1 to 6:
1 C 0.745
2 O -0.680
3 N -0.828
4 N -0.819
5 H 0.413
6 H 0.386

DFT (ωB97M-V/def2-TZVPD) results for a structure of composition C26H24Cl5GeMnN2OS2 at a distorted geometry.

```
62
Properties=species:S:1:pos:R:3
Mn -0.96161 1.00861 0.86381
C 2.53354 1.40270 -1.59794
C 1.11825 1.58650 -1.11401
N 0.70290 0.90282 -0.04056
N 1.64741 0.07878 0.46783
C 1.53768 -0.41093 1.65166
S 0.26735 -0.16277 2.76714
S 2.86830 -1.37868 2.25809
C 3.86401 -1.65208 0.72955
C 3.38933 -2.87559 0.02177
C 2.39061 -2.81323 -0.94498
C 1.93934 -3.96951 -1.55819
C 2.47344 -5.19990 -1.21195
C 3.45979 -5.27011 -0.24030
C 3.91181 -4.11563 0.37025
C 0.29884 2.53105 -1.79912
C 0.79851 3.32434 -2.85178
C 0.01083 4.22244 -3.53050
C -1.33469 4.36747 -3.19282
C -1.86548 3.62688 -2.16687
C -1.07918 2.71209 -1.43420
O -1.62168 2.06586 -0.46343
H 2.92208 0.45731 -1.23839
H 3.16423 2.20258 -1.20615
H 2.58062 1.41763 -2.68330
H 4.88967 -1.75652 1.07913
H 3.74752 -0.74704 0.14031
H 1.95150 -1.86185 -1.20420
H 1.15853 -3.90822 -2.30403
H 2.11235 -6.10335 -1.68443
H 3.87119 -6.22648 0.05118
H 4.67077 -4.17148 1.13815
H 1.83546 3.25380 -3.13806
H 0.43466 4.82259 -4.32369
H -1.95919 5.06287 -3.73505
H -2.90327 3.71928 -1.87996
Cl 2.13912 3.22509 1.81428
C 0.58215 3.30857 2.55629
C -0.46486 2.55054 2.03334
C -1.66865 2.66713 2.71398
Cl -2.95943 1.72359 2.08159
C -1.87241 3.46173 3.83132
Cl -3.41279 3.54810 4.60721
C -0.79951 4.20088 4.31661
Cl -1.00615 5.20782 5.69769
C 0.43242 4.12127 3.67464
Cl 1.74823 5.05065 4.28871
C -2.37172 -2.79969 -1.99220
Ge -2.90156 -2.02804 -0.23011
C -2.87260 -3.50491 1.12625
C -4.83029 -1.45631 -0.36430
C -1.75474 -0.60998 0.35300
H -3.06042 -3.58971 -2.27996
H -1.37291 -3.22197 -1.93062
H -2.37389 -2.03869 -2.76664
H -3.54280 -4.31261 0.84692
H -3.18213 -3.13358 2.09980
H -1.87228 -3.91583 1.23057
H -5.46433 -2.30312 -0.61154
H -4.95928 -0.69744 -1.12994
H -5.17427 -1.04333 0.58047
H -1.81036 -0.55236 1.45764
```

As for the LUMO energy (alpha / beta): 2.4677 / 2.4802 eV. For the HOMO energy (alpha / beta), the calculation gives -4.1 / -4.7 eV. As for the multiplicity: 4. Its net charge is -1. The HOMO-LUMO gap (alpha / beta) comes out at 6.550 / 7.146 eV.

These are the natural (NBO) partial charges, in e, on atoms 1 to 6:
1 Mn 0.779
2 C -0.665
3 C 0.315
4 N -0.244
5 N -0.444
6 C -0.056

DFT (ωB97M-V/def2-TZVPD) results for a structure of composition C11H12BrN2O9P2V.

```
38
Properties=species:S:1:pos:R:3
V 0.04706 0.08906 0.67187
O -2.28079 -1.99230 1.76422
P -2.60256 -0.78742 0.74051
O -3.98340 -0.87211 0.24192
O -1.47981 -0.68030 -0.30152
O -2.39223 0.48780 1.77560
P -1.27980 1.01167 2.88385
O -0.75360 -0.32578 3.59483
O -1.91776 1.95118 3.81442
O -0.06467 1.48143 2.06615
H -2.56763 -2.82448 1.38027
H -1.45267 -0.81132 4.04258
C -2.40365 4.43560 1.36981
N -2.07334 3.57608 0.23602
C -2.95795 2.80647 -0.50199
C -2.18632 2.03952 -1.31051
N -0.83938 2.28525 -1.07886
C -0.83218 3.20482 -0.14286
H -3.40901 4.82437 1.22163
H -1.71049 5.27375 1.39864
H -2.35580 3.88167 2.30746
H -4.02318 2.84641 -0.34076
H -2.50860 1.28175 -2.00590
H 0.04443 3.62149 0.33005
Br 4.59552 -5.89825 -1.67253
C 4.01370 -4.10139 -1.91083
C 4.46705 -3.38285 -3.00664
C 4.04250 -2.07220 -3.17128
C 3.18423 -1.49134 -2.24466
C 2.74027 -2.22682 -1.16161
C 3.14476 -3.54269 -0.98915
C 1.79614 -1.59841 -0.16577
O 1.06266 -2.27247 0.56268
O 1.78851 -0.30406 -0.16096
H 5.14035 -3.84014 -3.71889
H 4.38504 -1.49854 -4.02417
H 2.85341 -0.46649 -2.34638
H 2.76920 -4.10897 -0.14724
```

For the energy above the lowest of the compared OMol25 structures with the same formula, charge and spin, the calculation gives 70.6 kJ/mol. As for the LUMO energy (alpha / beta): 2.4082 / 2.4082 eV. For the HOMO energy (alpha / beta), the calculation gives -3.6 / -3.0 eV. As for the multiplicity: 2. Its net charge is -1. The HOMO-LUMO gap (alpha / beta) comes out at 5.964 / 5.411 eV.

These are the natural (NBO) partial charges, in e, on atoms 1 to 6:
1 V 1.290
2 O -1.005
3 P 2.537
4 O -1.122
5 O -1.130
6 O -1.123

Number 1: E -197233.287 eV. Number 2: E -40940.246 eV. Number 3: E -9457.509 eV. Number 4: E -428490.604 eV. Number 5: E -204496.665 eV. Number 6: E -147327.948 eV.